# 1
Formula: C14H11AuCl2N3O3
Source: the Open Molecules 2025 dataset
Level of theory: wB97M-V/def2-TZVPD

2S+1 = 3
total charge = +1
⟨S²⟩ = 2.008
HOMO-LUMO gap (spin up / spin down) = 8.3 / 7.8 eV

Positions of all 34 atoms, in Å:
1 Au 0.011 -0.389 -0.341
2 O -1.322 3.494 -0.652
3 C -1.134 2.296 -0.561
4 N 0.042 1.674 -0.462
5 C 1.329 2.305 -0.474
6 C 2.422 1.255 -0.415
7 C 3.757 1.633 -0.407
8 C 4.744 0.668 -0.376
9 C 4.384 -0.675 -0.357
10 C 3.047 -0.993 -0.360
11 N 2.092 -0.051 -0.385
12 C -2.309 1.321 -0.555
13 C -3.599 1.809 -0.545
14 C -4.658 0.914 -0.538
15 C -4.395 -0.447 -0.554
16 C -3.080 -0.870 -0.568
17 N -2.063 -0.005 -0.568
18 H 1.451 2.987 0.374
19 H 1.469 2.906 -1.379
20 H 4.005 2.686 -0.429
21 H 5.786 0.955 -0.371
22 H 5.125 -1.460 -0.342
23 H 2.704 -2.019 -0.347
24 H -3.735 2.881 -0.545
25 H -5.678 1.273 -0.522
26 H -5.191 -1.178 -0.560
27 H -2.825 -1.921 -0.598
28 Cl -1.068 -1.248 2.770
29 C -0.164 -2.691 2.732
30 Cl 1.529 -2.550 2.693
31 C -0.688 -3.652 0.521
32 O -1.310 -4.516 0.964
33 O -0.126 -2.891 -0.173
34 H -0.551 -3.503 3.332

Atoms 1-2, force components in eV/Å:
Au 0.0 0.2 -0.4
O 0.0 0.0 0.0

# 2
Formula: C5H3INO4
Source: the Open Molecules 2025 dataset
Level of theory: wB97M-V/def2-TZVPD

total charge = -1
HOMO-LUMO gap = 6.9 eV

Positions of all 14 atoms, in Å:
1 C -1.792 0.512 -0.253
2 C 1.474 -2.631 0.461
3 C -0.024 -0.418 -1.388
4 C -0.523 1.040 0.397
5 C 0.510 0.313 -0.383
6 N 1.389 -2.998 -0.667
7 O 0.417 -1.171 -2.265
8 O -2.924 0.781 0.072
9 O 1.631 -2.495 1.609
10 O -1.488 -0.293 -1.256
11 I 2.562 0.698 -0.145
12 H -0.496 2.128 0.276
13 H -0.533 0.829 1.472
14 H 1.087 -2.447 -1.485

Atoms 1-2, force components in eV/Å:
C -0.2 0.6 0.7
C 0.2 -0.5 0.3

# 3
Formula: C53H45N4OP2S3Y
Source: the Open Molecules 2025 dataset
Level of theory: wB97M-V/def2-TZVPD

HOMO-LUMO gap = 6.9 eV

Positions of all 109 atoms, in Å:
1 Y 0.357 -0.061 0.253
2 C -1.050 0.320 -3.016
3 N -0.213 1.145 -2.113
4 C 1.018 1.504 -2.807
5 C 2.093 2.024 -1.903
6 C 3.066 2.894 -2.367
7 C 4.152 3.169 -1.553
8 C 4.231 2.576 -0.304
9 C 3.188 1.765 0.103
10 N 2.136 1.505 -0.682
11 C -0.915 2.345 -1.615
12 C -2.161 1.921 -0.890
13 C -3.379 2.560 -1.038
14 C -4.491 2.007 -0.424
15 C -4.356 0.832 0.296
16 C -3.098 0.284 0.418
17 N -2.020 0.821 -0.157
18 C -0.856 -1.167 -2.839
19 C -0.394 -1.966 -3.865
20 C -0.282 -3.333 -3.651
21 C -0.646 -3.849 -2.423
22 C -1.085 -2.968 -1.448
23 N -1.194 -1.654 -1.640
24 H -0.849 0.592 -4.057
25 H -2.099 0.549 -2.834
26 H 0.825 2.220 -3.617
27 H 1.402 0.588 -3.264
28 H 2.977 3.322 -3.358
29 H 4.934 3.837 -1.895
30 H 5.065 2.747 0.364
31 H 3.157 1.313 1.088
32 H -1.168 3.042 -2.423
33 H -0.237 2.880 -0.939
34 H -3.445 3.459 -1.636
35 H -5.460 2.482 -0.521
36 H -5.199 0.359 0.781
37 H -2.941 -0.606 1.013
38 H -0.119 -1.523 -4.814
39 H 0.095 -3.983 -4.431
40 H -0.573 -4.906 -2.206
41 H -1.341 -3.335 -0.460
42 S 1.249 -2.118 2.090
43 P 1.440 -0.445 3.228
44 C 0.961 0.910 2.312
45 P -0.111 2.079 2.946
46 S -2.091 1.730 3.050
47 C 0.068 3.572 1.879
48 C 1.325 3.946 1.411
49 C 1.487 5.030 0.556
50 C 0.376 5.767 0.159
51 C -0.883 5.421 0.636
52 C -1.037 4.333 1.491
53 C 0.443 2.654 4.618
54 C 1.742 3.154 4.746
55 C 2.240 3.581 5.969
56 C 1.440 3.494 7.103
57 C 0.149 2.992 6.995
58 C -0.348 2.586 5.758
59 C 3.223 -0.198 3.622
60 C 3.653 0.514 4.738
61 C 4.997 0.852 4.893
62 C 5.928 0.479 3.934
63 C 5.511 -0.240 2.819
64 C 4.171 -0.576 2.668
65 C 0.695 -0.835 4.854
66 C 1.453 -1.570 5.772
67 C 0.899 -2.020 6.965
68 C -0.431 -1.752 7.259
69 C -1.200 -1.048 6.343
70 C -0.645 -0.603 5.149
71 H 2.178 3.357 1.715
72 H 2.476 5.294 0.199
73 H 0.494 6.612 -0.509
74 H -1.752 5.998 0.343
75 H -2.016 4.045 1.854
76 H 2.392 3.188 3.879
77 H 3.250 3.967 6.039
78 H 1.822 3.815 8.064
79 H -0.478 2.918 7.875
80 H -1.361 2.212 5.665
81 H 2.944 0.826 5.494
82 H 5.313 1.407 5.768
83 H 6.973 0.738 4.058
84 H 6.232 -0.550 2.071
85 H 3.850 -1.149 1.805
86 H 2.484 -1.809 5.554
87 H 1.510 -2.584 7.661
88 H -0.865 -2.098 8.190
89 H -2.242 -0.840 6.553
90 H -1.269 -0.061 4.452
91 C 6.010 -6.217 1.710
92 C 6.217 -7.451 0.870
93 O 6.943 -8.351 1.197
94 S 5.439 -7.605 -0.752
95 C 4.517 -6.109 -0.890
96 C 5.094 -4.962 -1.437
97 C 4.373 -3.780 -1.526
98 C 3.051 -3.714 -1.077
99 C 2.471 -4.871 -0.551
100 C 3.192 -6.052 -0.461
101 C 2.314 -2.474 -1.121
102 C 1.723 -1.409 -1.013
103 H 4.960 -5.929 1.771
104 H 6.544 -5.381 1.252
105 H 6.417 -6.418 2.696
106 H 6.121 -5.000 -1.782
107 H 4.831 -2.891 -1.939
108 H 1.451 -4.826 -0.185
109 H 2.737 -6.940 -0.039

Atoms 1-2, force components in eV/Å:
Y -0.4 0.0 -0.2
C 0.0 0.2 -0.1

# 4
Formula: C5H10O2S
Source: the Open Molecules 2025 dataset
Level of theory: wB97M-V/def2-TZVPD

HOMO-LUMO gap = 3.7 eV

Positions of all 18 atoms, in Å:
1 O 1.309 1.227 0.771
2 C 2.399 0.842 -0.116
3 O 3.424 1.615 -0.140
4 C 2.075 -0.255 -0.894
5 C 0.771 -0.918 -0.658
6 C 0.588 -1.676 0.663
7 S -2.317 -0.155 -0.029
8 C -3.574 1.110 0.049
9 H 1.771 1.955 1.254
10 H 2.827 -0.548 -1.643
11 H -0.123 -1.167 1.331
12 H 0.612 -1.660 -1.489
13 H 0.049 -0.071 -0.770
14 H 0.110 -2.636 0.488
15 H 1.543 -1.874 1.147
16 H -3.877 1.132 -1.152
17 H -4.423 0.960 0.726
18 H -3.163 2.118 0.460

Atoms 1-2, force components in eV/Å:
O 3.0 -0.1 -1.0
C 1.4 5.6 2.7

no.,electronic energy (Ha)
1,-1985.88998
2,-845.84788
3,-4256.62781
4,-744.97691